Record 1
The following is a quantum chemistry calculation of C20H24CeN2O3S as an isolated structure in a non-equilibrium geometry, from the OMol25 dataset.

CARTESIAN COORDINATES (ANGSTROEM)
C  -2.2673  0.5495  3.0468
C  -2.1019  -0.9495  3.1334
H  -1.4217  0.9596  2.4537
H  -2.2799  1.0777  4.0134
H  -3.1803  0.7727  2.4801
H  -1.3991  -1.3912  2.4155
H  -1.7844  -1.2654  4.1310
H  -3.0682  -1.4255  2.9720
C  0.3530  2.5450  -3.0227
C  0.3762  3.3409  -4.1652
C  0.4679  2.6971  -5.4086
C  0.4262  1.3003  -5.4798
H  0.1545  2.9356  -2.0153
H  0.3143  4.4280  -4.0869
H  0.5543  3.2667  -6.3299
H  0.3181  0.7703  -6.4216
N  0.5442  1.1981  -3.0990
C  0.4994  0.5299  -4.3146
C  0.3701  -0.9510  -4.2970
N  0.3543  -1.5852  -3.0633
C  -0.0553  -2.8774  -2.9207
C  -0.0732  -3.0970  -5.3091
C  -0.2225  -3.6858  -4.0426
H  -0.2324  -3.2201  -1.8879
H  -0.4706  -4.7445  -3.9215
C  0.1307  -1.7179  -5.4401
H  0.0978  -1.2009  -6.3946
H  -0.1489  -3.6937  -6.2105
Ce  0.1275  -0.1644  -1.2731
C  -2.1156  0.0164  -1.7265
H  -2.4182  -1.0365  -1.8729
H  -2.2835  0.5887  -2.6490
H  -2.6781  0.4549  -0.8902
C  -0.1122  0.8598  6.5196
C  0.7165  0.5917  5.2857
C  0.9862  -0.7325  4.9046
C  1.6795  -1.0118  3.7218
C  2.0660  0.0445  2.8941
C  1.9006  1.3706  3.3028
C  1.2074  1.6367  4.4877
S  2.5200  -0.2783  1.1824
O  3.3762  0.7593  0.6575
O  2.8927  -1.6636  1.0124
O  1.0524  -0.0686  0.6399
H  -1.1110  0.4009  6.4740
H  0.3725  0.4717  7.4267
H  -0.2691  1.9357  6.6679
H  0.6202  -1.5659  5.5032
H  1.9109  -2.0259  3.4252
H  2.3056  2.1814  2.7126
H  0.9984  2.6688  4.7787

Computed properties:
Net charge: +2
E, hartree: -1984.43730
Relative energy (zero: lowest compared OMol25 entry of this formula, charge and spin), kcal/mol: 0.00
2S+1: 1
LUMO (spin up / spin down), eV: -8.8 / -8.8
Molar mass, u: 512.61

Record 2
The following is a quantum chemistry calculation of C20H24ClIrN5O3S as an isolated structure in a non-equilibrium geometry, from the OMol25 dataset.

CARTESIAN COORDINATES (ANGSTROEM)
Ir  0.1918  -0.3394  1.6601
N  0.4340  -0.9872  4.0961
C  1.8000  -1.3714  4.4199
C  2.4423  -2.1219  3.2503
O  3.1953  -3.0618  3.4352
N  2.1251  -1.5931  2.0391
C  2.6622  -2.1843  0.9264
C  1.4018  -3.0441  0.0771
O  1.8505  -4.0229  -0.4432
O  0.3457  -2.4563  0.1455
H  0.0990  -0.2340  4.6872
H  -0.1878  -1.7801  4.2200
H  1.8638  -2.0100  5.3104
H  2.4000  -0.4743  4.5949
H  3.4347  -2.9316  1.1205
H  2.9028  -1.4779  0.1343
S  -0.8555  4.0494  2.9916
C  0.3055  3.4285  4.0913
C  0.7418  2.1823  3.7592
C  0.1441  1.6631  2.5841
C  -0.7548  2.5645  2.0598
C  -1.5286  2.3536  0.8747
C  -2.2549  3.3682  0.2342
C  -2.9231  3.0818  -0.9362
C  -2.8675  1.7866  -1.4426
C  -2.1567  0.8347  -0.7299
N  -1.5039  1.1037  0.3865
H  0.5993  4.0266  4.9325
H  1.5049  1.6769  4.3301
H  -2.2666  4.3609  0.6591
H  -3.4830  3.8485  -1.4540
H  -3.3866  1.5220  -2.3520
H  -2.1021  -0.1910  -1.0696
N  1.0913  0.3060  -0.3310
C  0.9783  -0.0305  -1.4357
N  0.8669  -0.4229  -2.6598
C  -0.0756  -1.4645  -3.0272
C  -1.1192  -0.8835  -3.9771
C  -0.4163  -0.3159  -5.2078
C  0.5862  0.7568  -4.7852
C  1.5756  0.1973  -3.7611
H  -0.5252  -1.8689  -2.1199
H  0.4782  -2.2682  -3.5265
H  -1.6661  -0.0863  -3.4696
H  -1.8292  -1.6605  -4.2606
H  -1.1474  0.1117  -5.8957
H  0.1077  -1.1221  -5.7266
H  0.0523  1.6025  -4.3458
H  1.1425  1.1163  -5.6521
H  2.2139  0.9942  -3.3746
H  2.2103  -0.5634  -4.2335
Cl  -2.7189  -0.6616  3.4286
C  -1.8447  -1.4310  2.1111
H  -2.5018  -1.4215  1.2452
H  -1.6303  -2.4550  2.4118

Computed properties:
Net charge: 0
E, hartree: -2238.53166
Relative energy (zero: lowest compared OMol25 entry of this formula, charge and spin), kcal/mol: 18.65
2S+1: 6
⟨S²⟩: 8.769
LUMO (spin up / spin down), eV: 0.3 / -1.9
Molar mass, u: 642.18

Record 3
The following is a quantum chemistry calculation of an isolated ion of composition C20H24ClN2O2 and charge +1, from the OMol25 dataset.

CARTESIAN COORDINATES (ANGSTROEM)
C  -5.9343  -1.2982  0.2812
C  -5.2082  -1.2830  -1.0569
O  -3.8306  -1.6178  -0.9231
C  -2.9441  -0.8506  -0.2728
C  -1.7865  -1.5224  0.1493
Cl  -1.6618  -3.2092  -0.1695
C  -0.7560  -0.8810  0.8091
C  -0.8443  0.4823  1.0488
C  0.3150  1.1714  1.7117
N  1.5001  1.0982  0.8070
C  1.4603  2.0455  -0.3379
C  2.3767  1.5563  -1.4726
C  3.5780  0.8309  -0.9529
C  4.8504  1.2933  -0.7646
N  5.6309  0.3067  -0.2397
C  4.8865  -0.8283  -0.0887
C  5.2247  -2.0823  0.4077
C  4.2366  -3.0418  0.4470
C  2.9415  -2.7776  -0.0111
C  2.5962  -1.5394  -0.5043
C  3.5757  -0.5386  -0.5345
C  -1.9696  1.1794  0.6296
C  -3.0231  0.5408  -0.0164
O  -4.1338  1.1944  -0.4409
C  -4.3274  2.5464  -0.0874
H  -5.5759  -0.5002  0.9268
H  -6.9984  -1.1604  0.1153
H  -5.7779  -2.2510  0.7815
H  -5.5941  -2.0750  -1.7034
H  -5.3290  -0.3206  -1.5582
H  0.0835  -1.4649  1.1522
H  0.5709  0.6653  2.6452
H  0.0934  2.2177  1.9256
H  2.3737  1.2516  1.3208
H  1.5578  0.1331  0.4195
H  1.7715  3.0275  0.0216
H  0.4288  2.1072  -0.6876
H  1.8171  0.8790  -2.1201
H  2.6833  2.4121  -2.0720
H  5.2555  2.2634  -0.9782
H  6.6173  0.3829  -0.0563
H  6.2278  -2.2969  0.7408
H  4.4666  -4.0261  0.8225
H  2.2048  -3.5654  0.0120
H  1.6077  -1.3775  -0.9180
H  -2.0285  2.2391  0.8188
H  -4.2970  2.6868  0.9968
H  -5.3201  2.7995  -0.4548
H  -3.5916  3.1974  -0.5686

Computed properties:
Net charge: +1
E, hartree: -1496.47104
Relative energy (zero: lowest compared OMol25 entry of this formula, charge and spin), kcal/mol: 0.00
2S+1: 1
LUMO, eV: -2.5
Molar mass, u: 359.88